# 1
DFT (the ωB97M-V functional and the def2-TZVPD basis) results for an isolated molecule of C19H22ClN3O5S.

Values from the calculation:
- E_tot (a.u.) = -2136.0841
- frontier orbital gap (eV) = 8.85
- multiplicity = 1
- total charge = 0

Each line ends with the natural charge from an NBO analysis.
Positions of all 51 atoms, in Å:
Cl 2.73156 3.65739 -3.16939  0.05
S 3.43691 2.37094 -0.40068  2.33
O 3.45684 1.63904 0.83243  -0.94
O 3.73320 3.77023 -0.35407  -0.93
O -0.19195 -0.68604 1.18148  -0.62
O -6.60555 -2.01567 0.43997  -0.56
O 6.83967 0.43304 -0.79135  -0.52
N -1.35059 0.36971 -0.49185  -0.62
N 4.40884 1.66043 -1.56761  -0.68
N -2.35940 -2.01288 2.04183  -0.46
C -0.36272 1.14124 -1.08651  0.22
C -3.54496 -2.55276 2.35275  0.24
C 4.51171 0.21901 -1.44948  -0.26
C -3.63476 -3.57400 3.42857  -0.65
C 1.54174 2.71699 -2.37907  -0.04
C -4.49356 -2.01036 1.47685  -0.26
C 6.72852 1.83975 -0.80193  -0.09
C -2.47295 -1.12583 1.00047  -0.04
C -1.23489 -0.46766 0.58908  0.66
C 0.28603 2.54271 -2.94807  -0.21
C -5.93340 -2.27579 1.41808  0.58
C 0.89603 1.33467 -0.51736  -0.23
C -0.65424 1.76547 -2.30338  -0.22
C -4.42941 -0.27993 -0.45703  -0.67
C 1.82883 2.11950 -1.16310  -0.34
C 5.60941 -0.17264 -0.45485  -0.09
C 5.68663 2.29773 -1.82392  -0.26
C -3.80396 -1.10660 0.61455  0.04
C -6.57517 -2.87345 2.64864  -0.71
H -4.12744 -4.47566 3.07074  0.23
H -1.63020 1.63586 -2.74862  0.21
H -5.50588 -0.42392 -0.44087  0.28
H 5.53281 3.37435 -1.75945  0.24
H -7.65530 -2.79568 2.55068  0.24
H 5.78542 -1.24937 -0.47558  0.19
H 6.43187 2.20252 0.19409  0.17
H -2.25144 0.39120 -0.94722  0.41
H 3.54534 -0.15899 -1.11519  0.22
H 5.29748 0.13531 0.55248  0.19
H -1.46639 -2.19371 2.47856  0.44
H -2.63407 -3.83836 3.76405  0.22
H -4.19370 -3.19975 4.28475  0.23
H 4.74008 -0.18103 -2.44288  0.21
H 7.71919 2.22189 -1.05357  0.20
H -6.31136 -3.92497 2.72942  0.23
H -4.21737 0.77985 -0.30985  0.21
H 5.99985 2.02513 -2.83687  0.21
H -6.24927 -2.35777 3.54704  0.22
H 1.16030 0.88273 0.42488  0.29
H 0.05776 3.01531 -3.88957  0.23
H -4.07614 -0.58920 -1.44207  0.22

---

# 2
DFT (the ωB97M-V functional and the def2-TZVPD basis) results for a structure of composition C19H22CoIN6O7.

Values from the calculation:
- E_tot (a.u.) = -3272.6428
- frontier orbital gap (spin up / spin down) (eV) = 2.86 / 7.03
- multiplicity = 5
- total charge = -2

Each line ends with the natural charge from an NBO analysis.
Positions of all 56 atoms, in Å:
I 0.05630 0.58460 -5.03341  -0.20
Co 0.20765 0.15977 -1.64009  0.68
O 2.62337 1.12254 -2.84676  -0.60
O -0.81983 3.39400 3.97240  -0.57
O 0.58365 -3.21908 5.82678  -0.42
O 0.59301 -1.59071 7.29848  -0.43
O -0.44764 2.85381 6.07981  -0.58
O -0.64321 -2.16180 1.04199  -0.72
O -0.07039 -0.05876 0.44661  -0.85
N -0.31059 2.88734 -0.38924  -0.37
N 0.51867 -2.69180 -2.14990  -0.39
N -1.93645 2.21280 -1.61602  -0.38
N 1.81556 -2.22838 -0.49879  -0.38
N 0.40372 -2.02407 6.13622  0.51
N -0.61429 2.54797 4.86967  0.41
C -0.53428 1.15200 4.50803  0.01
C -0.51169 -2.57429 -3.16086  -0.41
C 2.53463 -1.63015 0.61987  -0.40
C 0.89946 2.97023 0.40368  -0.40
C 1.86845 -3.59816 -0.68401  -0.08
C -0.63433 0.78701 3.14456  -0.22
C 0.98110 -1.63819 -1.40436  0.16
C -0.22764 0.23615 5.51594  -0.17
C -0.35804 -0.52962 2.76507  -0.14
C 1.04822 -3.88278 -1.71793  -0.08
C -0.37443 -0.98416 1.30822  0.77
C 1.53134 0.69811 -2.91618  0.33
C -2.78431 1.35462 -2.40614  -0.40
C -0.00416 -1.08363 5.12966  -0.03
C 0.23561 0.03418 -7.19193  -1.16
C -0.66305 1.88344 -1.24477  0.15
C -0.13051 -1.48932 3.77722  -0.21
C -2.32130 3.42586 -1.08597  -0.09
C -1.30322 3.85275 -0.31191  -0.08
H 2.43306 -4.25963 -0.04651  0.21
H 0.67864 2.76193 1.46815  0.24
H -0.20752 -3.07190 -4.09872  0.20
H 1.65684 2.25960 0.04604  0.23
H -3.27565 1.92920 -3.20812  0.20
H 2.57819 -0.53692 0.51074  0.24
H 1.15299 -0.50017 -7.34643  0.19
H -1.45598 -3.03080 -2.81149  0.20
H -2.13269 0.57510 -2.82586  0.23
H 0.78488 -4.84418 -2.12934  0.21
H -1.22627 4.74448 0.28612  0.22
H -3.56382 0.87852 -1.78330  0.20
H -0.65498 -0.57696 -7.34336  0.19
H 1.29452 3.99774 0.33061  0.19
H 0.21686 0.97254 -7.70336  0.19
H -0.66392 -1.49617 -3.33481  0.23
H -3.27531 3.88002 -1.28460  0.21
H -0.91997 1.53597 2.40660  0.24
H -0.06105 -2.55047 3.53015  0.24
H -0.16312 0.52757 6.56748  0.27
H 3.55463 -2.04572 0.65541  0.19
H 2.03828 -1.92208 1.56865  0.23

---

# 3
DFT (the ωB97M-V functional and the def2-TZVPD basis) results for a structure of composition C19H22CuF4N2Se.

Values from the calculation:
- energy above the lowest of the compared OMol25 structures with the same formula, charge and spin (kJ/mol) = 0.0
- E_tot (a.u.) = -5288.0702
- frontier orbital gap (spin up / spin down) (eV) = 8.28 / 6.05
- multiplicity = 2
- total charge = 0

Each line ends with the natural charge from an NBO analysis.
Positions of all 49 atoms, in Å:
Se -2.45446 -0.53197 -0.61845  -0.34
Cu -0.87355 0.19729 0.87778  1.18
F 1.32481 -0.62163 6.96070  -0.31
F 2.23714 -0.05140 4.54712  -0.32
F -2.17693 -0.36999 2.84167  -0.33
F -3.05358 -1.02163 5.29459  -0.30
N 0.41007 0.11984 2.29679  -0.81
N 0.29677 1.70482 0.13766  -0.48
C -1.42417 -0.27250 -3.29097  -0.07
C 0.11794 -2.50596 -0.59220  -0.64
C -1.29012 -0.45109 3.86959  0.25
C -0.11547 -1.73972 -1.86738  -0.07
C -0.48787 -0.45202 -4.30116  -0.22
C -1.21863 -0.89772 -2.05021  -0.10
C 1.63550 0.85533 2.03572  -0.24
C -0.88813 -0.83833 6.20373  -0.39
C 0.43971 -0.56295 5.95481  0.35
C -1.74746 -0.77578 5.12292  0.36
C 0.90906 -0.24411 4.69457  0.28
C -0.07951 2.95431 0.81726  -0.43
C -2.62258 0.59862 -3.55323  -0.63
C 1.63747 -1.42050 -5.24123  -0.63
C 1.63476 1.23913 0.56586  -0.24
C 0.64300 -1.24253 -4.12604  -0.01
C 0.05558 -0.16819 3.58085  0.08
C 0.80125 -1.88566 -2.90838  -0.23
C 0.28485 1.91414 -1.31704  -0.42
H -1.06288 3.26616 0.46921  0.22
H -2.63378 1.46944 -2.89376  0.22
H -3.55257 0.06133 -3.36459  0.23
H 2.38563 2.00972 0.35404  0.20
H -0.11879 2.79876 1.89310  0.22
H 0.59933 1.00546 -1.82624  0.23
H 0.96464 2.73176 -1.58259  0.19
H 1.71807 1.74891 2.66790  0.18
H -1.23633 -1.09289 7.19283  0.25
H 0.85239 -3.29480 -0.75500  0.22
H 1.20040 -1.98555 -6.06676  0.22
H 1.95853 -0.45740 -5.64123  0.22
H 2.52170 -1.95775 -4.90002  0.21
H 0.49918 -1.87158 0.21483  0.21
H -0.64835 0.04150 -5.25445  0.20
H 2.53765 0.26780 2.22374  0.21
H -2.62373 0.94505 -4.58616  0.21
H -0.72459 2.16179 -1.63878  0.22
H 1.86896 0.36507 -0.04620  0.21
H 0.64628 3.74284 0.58999  0.19
H 1.65882 -2.53409 -2.76044  0.20
H -0.80599 -2.95133 -0.22474  0.24

---

# 4
DFT (the ωB97M-V functional and the def2-TZVPD basis) results for the ion C19H22F4N with charge +1.

Values from the calculation:
- energy above the lowest of the compared OMol25 structures with the same formula, charge and spin (kJ/mol) = 0.0
- E_tot (a.u.) = -1191.1179
- frontier orbital gap (eV) = 9.50
- multiplicity = 1
- total charge = +1

Each line ends with the natural charge from an NBO analysis.
Positions of all 46 atoms, in Å:
F 3.07091 2.45984 2.23131  -0.31
F -4.54676 -2.03772 2.38565  -0.31
F 4.45933 -2.10790 2.29111  -0.31
F -3.12381 2.51823 2.40145  -0.31
N -0.01691 -0.79594 5.41441  -0.38
C 3.50789 -1.13803 2.47556  0.42
C 2.22796 -1.54362 2.84132  -0.28
C 3.85303 0.20277 2.31914  -0.32
C 1.89494 -2.55883 5.48013  -0.44
C -0.07507 -1.11357 3.83015  -0.04
C 2.82145 1.12449 2.47869  0.42
C -1.58072 0.79630 2.96276  -0.30
C -3.38708 0.41364 7.04678  -0.60
C -1.33984 -0.57018 3.14081  -0.02
C -3.88654 0.25662 2.34013  -0.33
C -2.86641 1.17335 2.54510  0.44
C -2.31007 -1.52425 2.89232  -0.29
C -2.48534 -0.00544 5.89145  -0.44
C 1.52910 0.75351 2.89297  -0.26
C -3.57451 -1.08623 2.51628  0.44
C -1.23296 -0.68992 6.36399  -0.20
C 2.81925 -3.28594 6.44407  -0.60
C 0.80052 -1.84087 6.19696  -0.21
C 1.24900 -0.59977 3.16976  -0.05
H -2.22803 0.87607 5.30684  0.22
H 4.86115 0.50695 2.04862  0.27
H -2.02665 -2.57835 2.89095  0.25
H 1.95419 -2.60388 2.85270  0.24
H 2.28939 -4.05609 7.02205  0.22
H 1.21414 -1.22662 7.00769  0.22
H 2.51899 -1.84258 4.94500  0.23
H 0.10900 -2.59893 6.63270  0.22
H -0.82435 1.57290 3.02830  0.23
H -2.87077 1.10542 7.73105  0.21
H -3.72956 -0.44707 7.64175  0.22
H 3.63681 -3.77025 5.88915  0.24
H 0.47783 0.11954 5.52472  0.43
H -0.08265 -2.19296 4.01420  0.24
H 0.75828 1.51748 2.82138  0.22
H 3.26488 -2.58368 7.16507  0.21
H -1.49518 -1.70910 6.74551  0.22
H 1.51028 -3.28720 4.75699  0.20
H -4.89666 0.57626 2.06311  0.27
H -4.27386 0.92248 6.64240  0.24
H -0.78799 -0.11609 7.20406  0.22
H -3.04756 -0.67606 5.23804  0.22

---

# 5
DFT (the ωB97M-V functional and the def2-TZVPD basis) results for a structure of composition C19H22FN2O2PdSe2.

Values from the calculation:
- energy above the lowest of the compared OMol25 structures with the same formula, charge and spin (kJ/mol) = 111.6
- E_tot (a.u.) = -6027.8576
- frontier orbital gap (spin up / spin down) (eV) = 5.50 / 5.38
- multiplicity = 1
- total charge = -1

Each line ends with the natural charge from an NBO analysis.
Positions of all 49 atoms, in Å:
Pd -0.87409 -1.08398 0.32664  0.50
Se -1.17159 -0.95243 2.79520  -0.34
Se 1.13027 -2.49811 -0.23341  -0.55
F -2.60224 0.98435 -4.68284  -0.34
O 3.22319 0.40065 1.83856  -0.75
O 2.83679 -0.86398 4.75975  -0.73
N -1.16692 3.51568 0.17132  -0.56
N -1.02312 1.30793 0.01969  -0.49
C 0.30954 4.10088 -1.81701  -0.27
C -2.57955 0.15533 -3.60879  0.38
C 0.51702 1.25969 -1.96815  -0.19
C -0.26720 1.87400 -0.99578  0.07
C -1.75299 -1.80461 -2.53872  -0.19
C -1.75921 -0.95401 -3.62918  -0.30
C -0.35073 3.27500 -0.91486  0.16
C 1.07339 3.47790 -2.78609  -0.22
C -3.38692 0.44778 -2.52390  -0.31
C -2.53701 -2.42566 -0.26486  -0.48
C 0.49878 -1.93013 3.20813  -0.55
C 1.90083 -0.05499 2.12992  -0.08
C 2.94859 -1.72556 3.63202  -0.05
C -1.52352 2.29936 0.68534  0.24
C -2.56850 -1.56252 -1.40762  -0.13
C 1.85145 -1.52201 2.56694  -0.17
C 2.22190 -2.48233 1.42711  -0.54
C -3.37997 -0.40346 -1.43807  -0.17
C 1.18301 2.08219 -2.85619  -0.22
H 0.59525 0.17811 -1.99446  0.26
H -3.30401 -2.31179 0.49002  0.21
H -2.11709 -3.41569 -0.37814  0.22
H 2.87963 -2.74582 4.01645  0.17
H -3.99866 -0.18638 -0.57597  0.21
H 2.88089 0.03868 4.42918  0.47
H 2.17216 -3.50156 1.81324  0.20
H 0.28709 -2.96564 2.94407  0.21
H 1.26361 0.07176 1.25731  0.20
H 1.50336 0.58594 2.91904  0.18
H 3.93407 -1.60343 3.16871  0.17
H -1.42100 4.41203 0.54112  0.41
H 0.23760 5.18058 -1.76443  0.21
H 1.60260 4.08558 -3.50980  0.20
H 0.58810 -1.86190 4.29247  0.22
H -1.12571 -1.13289 -4.48871  0.22
H -2.14389 2.19369 1.56248  0.21
H 1.81067 1.64424 -3.62194  0.21
H 3.45894 0.05572 0.96972  0.47
H -4.00178 1.33881 -2.54196  0.22
H -1.10383 -2.67174 -2.52936  0.23
H 3.25080 -2.30526 1.10585  0.19

---

Please write out number 3 again, unchanged.
DFT (the ωB97M-V functional and the def2-TZVPD basis) results for a structure of composition C19H22CuF4N2Se.

Values from the calculation:
- energy above the lowest of the compared OMol25 structures with the same formula, charge and spin (kJ/mol) = 0.0
- E_tot (a.u.) = -5288.0702
- frontier orbital gap (spin up / spin down) (eV) = 8.28 / 6.05
- multiplicity = 2
- total charge = 0

Each line ends with the natural charge from an NBO analysis.
Positions of all 49 atoms, in Å:
Se -2.45446 -0.53197 -0.61845  -0.34
Cu -0.87355 0.19729 0.87778  1.18
F 1.32481 -0.62163 6.96070  -0.31
F 2.23714 -0.05140 4.54712  -0.32
F -2.17693 -0.36999 2.84167  -0.33
F -3.05358 -1.02163 5.29459  -0.30
N 0.41007 0.11984 2.29679  -0.81
N 0.29677 1.70482 0.13766  -0.48
C -1.42417 -0.27250 -3.29097  -0.07
C 0.11794 -2.50596 -0.59220  -0.64
C -1.29012 -0.45109 3.86959  0.25
C -0.11547 -1.73972 -1.86738  -0.07
C -0.48787 -0.45202 -4.30116  -0.22
C -1.21863 -0.89772 -2.05021  -0.10
C 1.63550 0.85533 2.03572  -0.24
C -0.88813 -0.83833 6.20373  -0.39
C 0.43971 -0.56295 5.95481  0.35
C -1.74746 -0.77578 5.12292  0.36
C 0.90906 -0.24411 4.69457  0.28
C -0.07951 2.95431 0.81726  -0.43
C -2.62258 0.59862 -3.55323  -0.63
C 1.63747 -1.42050 -5.24123  -0.63
C 1.63476 1.23913 0.56586  -0.24
C 0.64300 -1.24253 -4.12604  -0.01
C 0.05558 -0.16819 3.58085  0.08
C 0.80125 -1.88566 -2.90838  -0.23
C 0.28485 1.91414 -1.31704  -0.42
H -1.06288 3.26616 0.46921  0.22
H -2.63378 1.46944 -2.89376  0.22
H -3.55257 0.06133 -3.36459  0.23
H 2.38563 2.00972 0.35404  0.20
H -0.11879 2.79876 1.89310  0.22
H 0.59933 1.00546 -1.82624  0.23
H 0.96464 2.73176 -1.58259  0.19
H 1.71807 1.74891 2.66790  0.18
H -1.23633 -1.09289 7.19283  0.25
H 0.85239 -3.29480 -0.75500  0.22
H 1.20040 -1.98555 -6.06676  0.22
H 1.95853 -0.45740 -5.64123  0.22
H 2.52170 -1.95775 -4.90002  0.21
H 0.49918 -1.87158 0.21483  0.21
H -0.64835 0.04150 -5.25445  0.20
H 2.53765 0.26780 2.22374  0.21
H -2.62373 0.94505 -4.58616  0.21
H -0.72459 2.16179 -1.63878  0.22
H 1.86896 0.36507 -0.04620  0.21
H 0.64628 3.74284 0.58999  0.19
H 1.65882 -2.53409 -2.76044  0.20
H -0.80599 -2.95133 -0.22474  0.24

---

Question: total charge of number 4 (C19H22F4N)?
Answer: +1